Entry 1:
This record from the OMol25 dataset describes a 2-piece molecular cluster, CH7N2O2P overall. The level of theory is ωB97M-V with the def2-TZVPD basis set.

XYZ file:
```
13
Properties=species:S:1:pos:R:3:forces:R:3
C -2.060 -0.875 0.177 3.0788 1.5629 -0.3048
N 2.352 -1.025 -0.104 0.5910 -0.3826 0.1827
N 0.045 1.802 -0.645 -0.0477 -0.5382 0.1578
O 0.711 0.514 1.540 -0.2252 0.0848 0.5255
O 1.198 -0.507 -0.765 -0.9160 0.3318 0.0350
P 0.182 0.353 0.184 -1.9409 -1.3393 -0.3822
H -2.595 -0.355 0.948 -0.1067 0.1819 0.2375
H -2.437 -0.741 -0.824 -0.0698 0.0309 -0.1596
H -1.761 -1.879 0.416 0.0780 -0.2257 0.0783
H 2.083 -1.225 0.863 0.0354 0.1719 -0.2306
H 3.035 -0.264 -0.060 -0.3870 -0.0419 0.0026
H -0.495 2.482 -0.126 -0.0468 0.0780 -0.0732
H -0.259 1.718 -1.605 -0.0432 0.0856 -0.0692
```
Positions in Å, forces in eV/Å.

Properties
- Frontier orbital gap: 9.50 eV
- Relative energy (zero: lowest compared OMol25 entry of this formula, charge and spin): 3.170 eV
- DFT total energy: -17512.9775 eV
- HOMO energy: -9.22 eV

Here are the Mulliken charges for atoms 1 to 6, given in e:
1. C -0.912
2. N -0.437
3. N -0.492
4. O -0.619
5. O -0.250
6. P 0.709

=====

Entry 2:
This record from the OMol25 dataset describes a 3-piece molecular cluster, CH7N2Si overall. The level of theory is ωB97M-V with the def2-TZVPD basis set.

XYZ file:
```
11
Properties=species:S:1:pos:R:3:forces:R:3
C -0.395 0.878 0.406 -0.7482 2.8783 -0.8080
N -1.685 1.244 0.461 1.2136 2.4087 0.6730
N 0.119 -0.253 0.165 1.9376 -0.7743 -0.9586
Si 1.476 0.936 0.057 -0.7518 -0.9120 0.0712
H -2.266 0.599 0.922 -1.2276 -1.1397 0.2475
H -1.962 2.245 0.670 0.8777 -1.7151 -0.3813
H -0.288 -1.146 0.017 -0.4751 -0.7966 -0.3151
H -0.340 -1.439 1.786 -2.3771 -1.2334 1.7540
H 2.174 1.287 -1.233 -0.7631 -0.0624 0.5817
H 2.323 0.542 1.176 0.1638 0.5379 0.1376
H -1.036 -1.734 2.145 2.1503 0.8085 -1.0019
```
Positions in Å, forces in eV/Å.

Properties
- Frontier orbital gap: 11.20 eV
- Relative energy (zero: lowest compared OMol25 entry of this formula, charge and spin): 2.655 eV
- DFT total energy: -11999.1231 eV
- HOMO energy: -15.66 eV
- Charge: +1

Here are the Mulliken charges for atoms 1 to 6, given in e:
1. C 0.117
2. N -0.373
3. N -0.209
4. Si 0.411
5. H 0.287
6. H 0.303